[1]
Here is a molecular structure, C41H51LaN13O4S2 from the OMol25 dataset. Energies are from the ωB97M-V functional and the def2-TZVPD basis.

Its HOMO energy (alpha / beta) is -8.762 / -8.763 eV. The energy relative to the best compared isomer or geometry (same formula, charge and spin) comes out at 301.1 kJ/mol. For the LUMO energy (alpha / beta), the calculation gives -1.897 / -1.897 eV. The charge is +1. The value obtained for the max |F| is 3.5 eV Å⁻¹. As for the HOMO-LUMO gap (alpha / beta): 6.87 / 6.87 eV.

Last column: Löwdin charge in e.
Atoms and positions in Å:
1 La -0.42 -1.93 -0.03  1.914
2 C -2.84 -1.50 2.32  -0.047
3 N -2.34 -2.23 3.42  -0.136
4 C -2.88 -1.99 4.73  -0.112
5 C -2.22 -3.15 5.54  -0.052
6 N -1.01 -3.45 4.66  -0.062
7 C 0.16 -4.00 5.26  -0.074
8 C -1.20 -2.93 3.43  -0.368
9 N -0.45 -2.99 2.33  -0.062
10 C 0.68 -3.92 2.26  -0.272
11 C 1.98 -3.20 2.32  -0.219
12 N 1.99 -2.05 1.35  -0.049
13 C 2.65 -0.98 1.82  -0.366
14 N 2.79 -0.50 3.09  -0.044
15 C 1.76 -0.65 4.18  -0.004
16 C 3.41 0.80 3.00  -0.131
17 C 4.04 0.87 1.62  -0.103
18 N 3.27 -0.16 0.96  -0.069
19 C 3.72 -0.56 -0.37  -0.004
20 H -3.86 -1.28 2.58  0.102
21 H -2.86 -2.19 1.44  0.078
22 H -2.28 -0.59 2.08  0.087
23 H -3.97 -2.21 4.62  0.132
24 H -2.64 -0.96 5.14  0.147
25 H -2.94 -3.96 5.68  0.117
26 H -1.76 -2.78 6.53  0.140
27 H 0.17 -3.79 6.37  0.105
28 H 1.13 -3.58 4.95  0.072
29 H 0.26 -5.09 5.29  0.094
30 H 0.57 -4.49 1.32  0.093
31 H 0.63 -4.63 3.06  0.088
32 H 2.78 -3.90 2.01  0.111
33 H 2.09 -2.93 3.40  0.089
34 H 0.93 -1.20 3.73  0.064
35 H 1.28 0.25 4.51  0.084
36 H 2.14 -1.23 5.07  0.107
37 H 4.12 0.96 3.80  0.127
38 H 2.65 1.53 3.08  0.108
39 H 5.10 0.80 1.64  0.115
40 H 3.83 1.90 1.23  0.138
41 H 4.69 -0.85 -0.26  0.064
42 H 3.80 0.37 -0.98  0.117
43 H 2.97 -1.21 -0.82  0.057
44 C -1.41 9.36 1.89  -0.076
45 O -1.71 8.35 0.97  -0.080
46 C -0.77 7.71 0.25  -0.290
47 C 0.56 8.14 0.23  -0.016
48 C 1.44 7.48 -0.60  -0.029
49 C 1.00 6.39 -1.37  -0.232
50 C -0.37 6.03 -1.40  -0.035
51 C -1.24 6.72 -0.59  -0.002
52 N 1.92 5.68 -2.30  0.072
53 N 2.02 4.45 -2.43  0.040
54 C 1.42 3.51 -1.58  -0.229
55 C 1.08 3.66 -0.20  -0.011
56 C 0.52 2.63 0.58  0.009
57 C 0.32 1.32 0.05  -0.384
58 O -0.04 0.31 0.76  -0.275
59 C 0.70 1.12 -1.33  -0.174
60 N 0.61 -0.15 -1.89  0.035
61 C 0.81 -0.23 -3.21  -0.144
62 C 1.39 0.77 -4.01  -0.048
63 C 1.64 1.98 -3.47  0.019
64 C 1.20 2.22 -2.11  -0.092
65 H -2.25 9.37 2.53  0.090
66 H -1.15 10.26 1.38  0.096
67 H -0.59 9.09 2.48  0.071
68 H 0.95 8.98 0.83  0.119
69 H 2.47 7.75 -0.62  0.101
70 H -0.76 5.35 -2.08  0.093
71 H -2.27 6.45 -0.35  0.131
72 H 1.51 4.42 0.41  0.101
73 H 0.27 2.90 1.57  0.096
74 H 0.69 -1.17 -3.71  0.103
75 H 1.40 0.48 -5.05  0.113
76 H 2.10 2.74 -4.04  0.096
77 C -2.11 2.86 -6.27  -0.026
78 C -2.30 1.77 -5.24  -0.251
79 C -2.68 0.49 -5.56  -0.036
80 C -2.81 -0.48 -4.60  -0.031
81 C -2.62 -0.14 -3.24  -0.234
82 C -2.14 1.11 -2.90  -0.071
83 C -1.92 2.00 -3.92  -0.041
84 S -2.84 -1.42 -1.95  0.591
85 O -4.18 -1.82 -1.84  -0.255
86 O -2.39 -0.75 -0.67  -0.530
87 N -1.72 -2.52 -2.34  -0.228
88 C -2.17 -3.85 -1.98  -0.450
89 C -2.71 -4.78 -2.87  0.007
90 C -3.18 -5.98 -2.36  -0.043
91 C -2.99 -6.27 -1.02  -0.065
92 C -2.44 -5.33 -0.18  -0.124
93 N -2.04 -4.15 -0.66  0.005
94 H -2.61 3.75 -6.06  0.059
95 H -2.43 2.47 -7.27  0.094
96 H -1.05 3.06 -6.40  0.084
97 H -2.83 0.28 -6.56  0.097
98 H -2.90 -1.47 -4.87  0.088
99 H -1.97 1.35 -1.86  0.109
100 H -1.56 3.02 -3.68  0.128
101 H -2.92 -4.51 -3.90  0.121
102 H -3.74 -6.68 -2.95  0.108
103 H -3.39 -7.25 -0.75  0.108
104 H -2.17 -5.55 0.83  0.102
105 N 3.63 -3.75 -0.52  0.099
106 C 2.80 -4.54 -1.16  -0.888
107 N 3.27 -5.79 -1.45  0.104
108 S 1.31 -3.94 -1.75  0.570
109 H 4.47 -4.07 -0.15  0.091
110 H 3.17 -2.98 0.03  0.047
111 H 4.13 -6.12 -1.04  0.098
112 H 2.69 -6.56 -1.80  0.116

[2]
Here is a molecular structure, C41H51MoN2O3P2S2Si2 from the OMol25 dataset. Energies are from the ωB97M-V functional and the def2-TZVPD basis.

Its HOMO energy (alpha / beta) is -10.121 / -10.115 eV. For the LUMO energy (alpha / beta), the calculation gives -3.074 / -3.072 eV. The charge is +1. The value obtained for the max |F| is 0.8 eV Å⁻¹. As for the HOMO-LUMO gap (alpha / beta): 7.05 / 7.04 eV.

Last column: Löwdin charge in e.
Atoms and positions in Å:
1 Mo 0.23 -0.28 -0.39  0.707
2 C -2.12 2.73 0.09  -0.273
3 N -1.18 3.13 1.08  -0.187
4 C 0.09 3.46 0.51  -0.279
5 P 1.10 1.97 0.11  0.957
6 C 2.33 2.74 -0.98  -0.379
7 C 2.21 2.58 -2.36  -0.120
8 C 3.05 3.27 -3.22  -0.070
9 C 4.02 4.12 -2.71  -0.066
10 C 4.14 4.30 -1.33  -0.061
11 C 3.29 3.62 -0.47  -0.090
12 C 1.89 1.47 1.66  -0.365
13 C 3.27 1.27 1.80  -0.101
14 C 3.78 0.83 3.01  -0.066
15 C 2.94 0.59 4.08  -0.066
16 C 1.57 0.77 3.95  -0.066
17 C 1.04 1.20 2.74  -0.115
18 C -1.54 3.50 2.39  -0.221
19 C -2.85 3.36 2.85  -0.032
20 C -3.19 3.72 4.15  -0.074
21 C -2.24 4.21 5.03  -0.091
22 C -0.94 4.34 4.58  -0.078
23 C -0.58 3.99 3.29  -0.049
24 P -1.94 0.96 -0.51  0.985
25 C -2.25 1.08 -2.28  -0.375
26 C -1.43 0.30 -3.08  -0.141
27 C -1.55 0.32 -4.46  -0.059
28 C -2.50 1.15 -5.04  -0.059
29 C -3.33 1.93 -4.25  -0.060
30 C -3.21 1.89 -2.87  -0.082
31 C -3.40 0.28 0.34  -0.407
32 C -3.29 0.11 1.72  -0.146
33 C -4.39 -0.29 2.46  -0.064
34 C -5.60 -0.53 1.82  -0.062
35 C -5.71 -0.36 0.45  -0.057
36 C -4.61 0.04 -0.30  -0.088
37 H -2.07 3.39 -0.79  0.100
38 H -3.14 2.79 0.47  0.083
39 H 0.69 4.12 1.13  0.096
40 H -0.05 3.97 -0.45  0.108
41 H 1.44 1.93 -2.77  0.092
42 H 2.95 3.14 -4.29  0.111
43 H 4.68 4.65 -3.38  0.112
44 H 4.88 4.97 -0.93  0.112
45 H 3.38 3.77 0.59  0.110
46 H 3.94 1.47 0.98  0.095
47 H 4.85 0.68 3.12  0.111
48 H 3.34 0.25 5.03  0.114
49 H 0.91 0.58 4.78  0.119
50 H -0.03 1.34 2.64  0.086
51 H -3.64 2.96 2.22  0.094
52 H -4.21 3.60 4.47  0.110
53 H -2.51 4.49 6.04  0.104
54 H -0.17 4.72 5.25  0.109
55 H 0.45 4.07 3.01  0.094
56 H -0.70 -0.40 -2.64  0.061
57 H -0.92 -0.31 -5.08  0.109
58 H -2.61 1.17 -6.12  0.112
59 H -4.08 2.56 -4.70  0.112
60 H -3.86 2.51 -2.26  0.114
61 H -2.35 0.30 2.22  0.094
62 H -4.30 -0.43 3.53  0.112
63 H -6.46 -0.85 2.39  0.111
64 H -6.65 -0.57 -0.05  0.114
65 H -4.69 0.12 -1.37  0.106
66 O -3.76 -2.99 0.28  -0.283
67 S -2.67 -2.85 -0.63  0.318
68 O -2.77 -1.85 -1.67  -0.344
69 O -2.01 -4.08 -1.03  -0.393
70 S -1.03 -2.11 0.68  0.701
71 C 1.62 -2.45 2.52  -0.192
72 Si 1.42 -3.73 1.17  0.436
73 C 3.14 -4.18 0.60  -0.171
74 C 0.49 -5.21 1.80  -0.154
75 C 0.36 -2.88 -0.21  -0.703
76 Si 0.18 -3.94 -1.85  0.438
77 C 1.98 -3.68 -2.48  -0.186
78 C -0.66 -3.31 -3.41  -0.156
79 C 0.15 -5.78 -1.56  -0.157
80 H 2.40 -2.78 3.21  0.046
81 H 0.71 -2.29 3.10  0.033
82 H 1.94 -1.49 2.12  0.008
83 H 3.74 -4.39 1.49  0.041
84 H 3.62 -3.35 0.07  0.025
85 H 3.18 -5.06 -0.04  0.030
86 H 0.78 -5.42 2.83  0.043
87 H 0.67 -6.10 1.21  0.030
88 H -0.59 -5.03 1.80  0.042
89 H 1.03 -2.05 -0.60  -0.050
90 H 2.19 -2.63 -2.66  0.000
91 H 2.04 -4.17 -3.45  0.043
92 H 2.77 -4.10 -1.87  0.001
93 H -0.04 -2.55 -3.89  0.025
94 H -1.68 -2.96 -3.36  0.013
95 H -0.63 -4.19 -4.07  0.050
96 H 1.13 -6.13 -1.21  0.031
97 H -0.03 -6.27 -2.52  0.046
98 H -0.61 -6.12 -0.87  0.032
99 C 4.59 -0.47 -2.24  0.003
100 C 3.25 -0.38 -1.70  -0.169
101 N 2.18 -0.32 -1.28  0.020
102 H 4.59 -1.19 -3.06  0.101
103 H 5.27 -0.79 -1.46  0.102
104 H 4.88 0.51 -2.61  0.096

[3]
Here is a molecular structure, C41H52BrN8O2PSTc from the OMol25 dataset. Energies are from the ωB97M-V functional and the def2-TZVPD basis.

Its expectation value of S² is 0.848. Its HOMO energy (alpha / beta) is -5.458 / -4.600 eV. The energy relative to the best compared isomer or geometry (same formula, charge and spin) comes out at 175.7 kJ/mol. For the LUMO energy (alpha / beta), the calculation gives 0.008 / -0.150 eV. Its spin multiplicity is 2. The charge is 0. The value obtained for the max |F| is 2.3 eV Å⁻¹. As for the HOMO-LUMO gap (alpha / beta): 5.47 / 4.45 eV.

Last column: Löwdin spin population.
Atoms and positions in Å:
1 Tc 0.62 -1.29 -0.94  0.956
2 C 3.28 0.64 -3.76  -0.002
3 C 2.74 0.04 -2.48  -0.011
4 O 1.61 -0.54 -2.59  -0.003
5 C 3.52 0.22 -1.32  0.001
6 C 3.24 -0.16 0.00  -0.014
7 C 4.24 0.15 1.08  -0.003
8 N 2.13 -0.82 0.30  -0.001
9 N 2.02 -1.32 1.56  0.002
10 C 0.96 -1.98 1.85  0.013
11 O -0.06 -2.10 0.87  0.008
12 C 0.89 -2.81 3.05  0.000
13 C 1.52 -2.41 4.23  0.002
14 C 1.47 -3.22 5.35  0.000
15 C 0.81 -4.44 5.31  0.002
16 C 0.21 -4.85 4.13  0.000
17 C 0.25 -4.05 3.01  0.001
18 H 2.80 0.17 -4.62  0.000
19 H 4.36 0.52 -3.83  0.000
20 H 3.05 1.71 -3.78  -0.001
21 H 4.45 0.75 -1.47  0.001
22 H 4.97 0.88 0.73  0.000
23 H 4.76 -0.75 1.39  -0.001
24 H 3.73 0.54 1.96  -0.001
25 H 2.04 -1.46 4.25  0.000
26 H 1.95 -2.90 6.26  0.000
27 H 0.77 -5.07 6.19  0.000
28 H -0.29 -5.81 4.09  0.000
29 H -0.21 -4.39 2.09  0.000
30 S -3.93 -2.23 0.81  -0.001
31 C -3.34 -1.96 2.40  0.000
32 C -1.98 -1.90 2.43  0.000
33 C -1.41 -2.09 1.15  0.002
34 C -2.32 -2.29 0.13  -0.002
35 C -2.17 -2.53 -1.30  0.005
36 C -3.20 -3.19 -1.99  -0.003
37 C -3.09 -3.48 -3.33  0.007
38 C -1.93 -3.09 -3.99  -0.004
39 C -0.97 -2.43 -3.28  0.007
40 N -1.05 -2.15 -1.97  -0.005
41 H -4.03 -1.84 3.21  0.000
42 H -1.41 -1.71 3.32  0.000
43 H -4.08 -3.48 -1.43  0.000
44 H -3.88 -4.01 -3.84  0.000
45 H -1.80 -3.29 -5.05  -0.001
46 H -0.06 -2.08 -3.75  0.000
47 N -0.25 0.41 -0.59  0.101
48 P -0.90 1.76 -0.26  0.050
49 N -2.02 2.48 -1.32  0.003
50 C -1.46 3.02 -2.56  0.001
51 C -1.37 2.00 -3.69  0.000
52 C -2.75 1.41 -3.96  0.000
53 C -3.28 0.80 -2.66  0.001
54 C -3.31 1.84 -1.54  0.001
55 N 0.27 2.96 -0.09  0.010
56 C 1.58 2.75 -0.71  0.002
57 C 2.33 4.07 -0.86  0.000
58 C 2.33 4.81 0.47  0.000
59 C 0.89 5.11 0.95  0.001
60 C -0.14 4.34 0.12  0.002
61 N -1.75 1.79 1.19  0.008
62 C -2.99 2.48 1.51  0.001
63 C -2.97 3.04 2.94  0.000
64 C -1.59 3.56 3.32  0.000
65 C -0.54 2.43 3.25  0.000
66 C -1.03 1.29 2.35  0.001
67 H -0.46 3.42 -2.35  0.000
68 H -2.09 3.86 -2.87  0.000
69 H -0.69 1.19 -3.38  0.000
70 H -0.96 2.47 -4.58  0.000
71 H -2.70 0.65 -4.74  0.000
72 H -3.43 2.20 -4.30  0.000
73 H -2.60 0.02 -2.34  0.001
74 H -4.28 0.37 -2.80  0.000
75 H -3.63 1.35 -0.61  0.000
76 H -4.04 2.62 -1.78  0.000
77 H 1.49 2.24 -1.67  0.001
78 H 2.17 2.09 -0.07  0.000
79 H 1.86 4.69 -1.64  0.000
80 H 3.35 3.86 -1.18  0.000
81 H 2.90 5.74 0.40  0.000
82 H 2.83 4.18 1.21  0.000
83 H 0.66 6.17 0.87  0.000
84 H 0.79 4.83 2.00  0.000
85 H -0.29 4.86 -0.84  0.000
86 H -1.11 4.33 0.62  0.000
87 H -3.85 1.81 1.41  0.000
88 H -3.14 3.29 0.79  0.000
89 H -3.28 2.26 3.64  0.000
90 H -3.71 3.84 3.01  0.000
91 H -1.62 3.98 4.33  0.000
92 H -1.32 4.37 2.65  0.000
93 H -0.34 2.03 4.25  0.000
94 H 0.40 2.82 2.86  0.000
95 H -1.68 0.62 2.92  0.000
96 H -0.18 0.70 1.99  0.000
97 Br 5.50 -4.44 -1.21  0.002
98 C 3.61 -4.46 -1.16  -0.003
99 C 2.93 -5.67 -1.04  -0.052
100 C 1.54 -5.59 -1.00  -0.003
101 C 0.92 -4.36 -1.05  -0.031
102 N 1.58 -3.19 -1.14  -0.014
103 C 2.93 -3.27 -1.22  -0.032
104 H 3.46 -6.61 -0.99  -0.004
105 H 0.94 -6.49 -0.93  0.001
106 H -0.16 -4.30 -1.00  -0.002
107 H 3.47 -2.33 -1.34  -0.003

What is the charge in the third record? 0